P) ORCA calculation (ωB97M-V with the def2-TZVPD basis set) on an isolated molecule of C5H8N2.

Results
- LUMO: 0.96 eV
- Net charge: 0
- Kohn-Sham gap: 0.3950 hartree
- E_HOMO: -9.79 eV
- SMILES string: C[C@H]1CN1CC#N

Element x y z (Å)
C -1.84557 -0.96372 0.35606
C -0.65076 -0.26749 -0.24303
C -0.51857 1.20896 -0.32161
N 0.23472 0.45083 0.66225
C 1.68000 0.35046 0.52526
C 2.15624 -0.38879 -0.66476
N 2.48687 -1.02284 -1.57459
H -2.13631 -0.48177 1.29373
H -1.61339 -2.01308 0.56600
H -2.69527 -0.93554 -0.33432
H -0.16744 -0.79992 -1.06486
H 0.00861 1.62267 -1.18257
H -1.28872 1.85501 0.09605
H 2.11180 1.35791 0.51122
H 2.08023 -0.16398 1.40750


Q) ORCA calculation (ωB97M-V with the def2-TZVPD basis set) on an isolated molecule of C5H8N2.

Results
- LUMO: 0.92 eV
- Net charge: 0
- Kohn-Sham gap: 0.4044 hartree
- E_HOMO: -10.08 eV
- SMILES string: [H]/N=C(\C)CC1=NC1

Element x y z (Å)
C -1.20422 1.11860 -0.44031
C -0.61083 -0.17916 -0.92030
C 0.90420 -0.25477 -0.85905
C 1.30029 -0.14010 0.56647
N 2.07826 0.37965 1.40508
C 0.99892 -0.59019 1.89862
N -1.24486 -1.19836 -1.33894
H -0.89005 1.34888 0.58599
H -0.84273 1.93385 -1.07524
H -2.29490 1.08873 -0.47326
H 1.37502 0.50770 -1.49510
H 1.21087 -1.24653 -1.20876
H 0.16247 -0.15107 2.43732
H 1.31222 -1.58232 2.22398
H -2.25466 -1.03491 -1.30649


R) ORCA calculation (ωB97M-V with the def2-TZVPD basis set) on an isolated molecule of C5H8N2.

Results
- LUMO: 0.92 eV
- Net charge: 0
- Kohn-Sham gap: 0.3808 hartree
- E_HOMO: -9.45 eV
- SMILES string: C[C@H]1[C@@H](C#N)N1C

Element x y z (Å)
C -1.95527 0.17209 0.14992
C -0.83504 -0.43774 -0.65988
C 0.39035 0.28063 -1.08990
C 0.75238 1.49785 -0.38943
N 1.16511 2.31599 0.31748
N 0.52383 -0.90584 -0.23184
C 1.47515 -0.64187 0.97553
H -1.58936 0.86582 0.90718
H -2.65176 0.71903 -0.50473
H -2.53528 -0.62292 0.62903
H -1.24604 -1.03944 -1.48484
H 0.72663 0.23634 -2.12794
H 2.29062 -0.19600 0.42180
H 1.94966 -1.50459 1.48172
H 1.19486 0.06888 1.77512


Stability summary - winner: P); margin: 0.574 eV.


P) ORCA calculation (ωB97M-V with the def2-TZVPD basis set) on an isolated molecule of C5H8N2.

Results
- LUMO: 0.97 eV
- Net charge: 0
- Kohn-Sham gap: 0.4157 hartree
- E_HOMO: -10.34 eV
- SMILES string: N#C[C@H](N)C1CC1

Element x y z (Å)
N 2.09442 -0.47787 -0.43523
C 0.89755 -0.22316 0.35827
C 0.98183 1.05891 1.10720
N 1.08376 2.07096 1.66076
C -0.34439 -0.25943 -0.54284
C -1.53237 0.63481 -0.31859
C -1.63824 -0.83415 -0.04291
H 2.91304 -0.49180 0.16591
H 2.23418 0.27668 -1.10265
H 0.82665 -1.02876 1.09940
H -0.08434 -0.47564 -1.57645
H -1.50208 1.31003 0.53280
H -2.03471 1.04126 -1.19157
H -2.21754 -1.46121 -0.71342
H -1.67777 -1.14063 0.99934


Q) ORCA calculation (ωB97M-V with the def2-TZVPD basis set) on an isolated molecule of C5H8N2.

Results
- LUMO: 0.86 eV
- Net charge: 0
- Kohn-Sham gap: 0.3282 hartree
- E_HOMO: -8.07 eV
- SMILES string: [H]/N=C/C(N)=C=CC

Element x y z (Å)
C 2.29954 -1.27510 -0.04516
C 1.00952 -0.94275 -0.73983
C -0.06519 -0.41814 -0.22529
C -1.17556 0.25825 -0.01620
N -2.48740 -0.24572 -0.11104
C -1.00499 1.68055 0.33683
N 0.14707 2.13104 0.64001
H 2.21705 -1.07255 1.02564
H 2.56356 -2.32265 -0.20621
H 3.13575 -0.66919 -0.42452
H 0.82029 -1.24198 -1.76471
H -3.07716 -0.06557 0.69002
H -2.52308 -1.22262 -0.37338
H -1.93409 2.26054 0.39341
H 0.09375 3.11910 0.87892


Stability summary - winner: P); margin: 1.169 eV.


P) ORCA calculation (ωB97M-V with the def2-TZVPD basis set) on a structure of composition C5H9NS.

Results
- LUMO: 0.92 eV
- Net charge: 0
- Kohn-Sham gap: 0.3500 hartree
- E_HOMO: -8.61 eV

Element x y z (Å)
C -0.47769 0.19884 -0.78813
C -0.08099 1.19827 0.31479
C 0.43377 0.36130 1.43255
C 1.02565 -0.12799 -0.65458
C 1.25700 1.38470 -0.42711
H -2.72382 -0.43688 -0.52344
H -0.52920 0.57049 -1.76330
H -0.78532 2.02311 0.63614
H 0.90590 0.98907 2.22238
H -0.42262 -0.07799 2.01559
H 2.03294 -0.98415 1.09912
H 1.52164 -0.54077 -1.49559
H 1.17938 2.02170 -1.29618
H 2.07021 1.68564 0.19871
N 1.05347 -0.77459 0.69313
S -1.47311 -1.11992 -0.32566


Q) ORCA calculation (ωB97M-V with the def2-TZVPD basis set) on an isolated molecule of C5H9NS.

Results
- LUMO: 0.97 eV
- Net charge: 0
- Kohn-Sham gap: 0.3654 hartree
- E_HOMO: -8.97 eV
- SMILES string: S[C@]12CNC[C@H]1C2

Element x y z (Å)
C -0.55140 -0.46857 0.43784
C -0.31622 0.94278 0.90404
C 0.97334 0.67233 -1.02361
C 0.36395 -0.69361 -0.75821
C 0.62428 -1.42129 0.42214
H -3.03685 -0.94861 -0.35541
H 0.28910 0.97900 1.71993
H -1.28947 1.40820 1.16474
H 0.28105 2.55116 -0.18407
H 1.09250 0.73492 -2.20329
H 1.95501 0.67244 -0.40014
H 0.11935 -1.25967 -1.68818
H 0.36945 -2.48273 0.56154
H 1.39722 -1.12744 1.05082
N -0.03342 1.63440 -0.44438
S -2.23789 -1.19330 0.79625


Stability summary - winner: P); margin: 0.259 eV.


P) ORCA calculation (ωB97M-V with the def2-TZVPD basis set) on a cluster of 7 separate species, H14O7 in total.

Results
- LUMO: 0.06 eV
- Net charge: 0
- Kohn-Sham gap: 0.4045 hartree
- E_HOMO: -10.95 eV
- SMILES string: O.O.O.O.O.O.O

Element x y z (Å)
H -0.54420 -1.00064 0.25480
H -0.00750 0.24528 -0.41167
H -3.77166 4.54911 -0.86839
H -3.03593 3.33572 -1.52914
H -3.76141 -1.24864 1.06808
H -3.69669 -2.39766 1.86776
H 2.60414 -1.94484 -1.64100
H 2.92810 -3.29932 -1.75409
H -1.85912 -3.04575 -0.82317
H -2.89220 -1.85724 -0.49658
H 3.47744 -0.81252 1.73189
H 2.16502 0.03669 2.00879
H 3.00479 2.94267 -0.03976
H 3.52880 3.06466 1.45232
O -0.56902 -0.43753 -0.52997
O -2.91279 4.20827 -1.05148
O -4.07179 -1.57505 1.92565
O 3.36298 -2.53345 -1.40114
O -2.13392 -2.10882 -1.04413
O 2.91090 -0.05057 1.42949
O 3.64620 2.67621 0.56910


Q) ORCA calculation (ωB97M-V with the def2-TZVPD basis set) on a structure of composition H14O7.

Results
- LUMO: -0.35 eV
- Net charge: 0
- Kohn-Sham gap: 0.2952 hartree
- E_HOMO: -8.39 eV

Element x y z (Å)
H -0.05768 -0.26882 0.06055
H -0.03481 1.20316 -0.31734
H 1.96181 2.10279 -3.05815
H 0.60226 1.67284 -2.53202
H -0.38111 -4.07931 -1.33146
H -0.20781 -2.57923 -1.15886
H -1.08960 2.21759 -4.44447
H -0.61470 0.99806 -3.67165
H -1.64723 -1.67528 2.74055
H -2.77502 -0.66569 2.87795
H 2.05784 -0.18342 1.87259
H 2.99143 0.98829 2.12865
H -0.06220 0.29436 3.12393
H -0.18412 0.16016 4.63296
O -0.18671 0.32600 -0.68680
O 1.03681 2.37245 -3.03273
O -0.76305 -3.23479 -1.59585
O -0.55133 1.95969 -3.68768
O -2.60622 -1.61248 2.81397
O 2.73213 0.35808 1.44703
O -0.22071 -0.35447 3.81883


Stability summary - winner: P); margin: 1.776 eV.